DFT (the ωB97M-V functional and the def2-TZVPD basis) results for a structure of composition C11H20Cl2HfN2S in a non-equilibrium geometry.

Values from the calculation:
Relative energy (zero: lowest compared OMol25 entry of this formula, charge and spin) = 46.3 kcal/mol
Gap between HOMO and LUMO (spin up / spin down) = 5.202 / 5.203 eV
Molecular weight = 461.8 g/mol
Electronic energy = -51898.968 eV
Highest occupied orbital energy (spin up / spin down) = -6.01 / -6.01 eV
Multiplicity = 1
Net charge = 0
Maximum force = 3.0 eV/A

Last column: natural (NBO) charge in e.
Atoms and positions in Å:
Hf (0.369, -0.594, -0.582)  1.4117
Cl (0.381, -2.913, -0.973)  -0.4698
Cl (1.509, 1.205, 0.493)  -0.5287
C (2.207, -0.598, -1.969)  -0.6610
H (2.936, 0.050, -1.470)  0.2452
H (2.593, -1.593, -2.235)  0.2425
C (-1.359, 0.249, -1.438)  -0.7211
C (1.154, -0.050, -2.738)  -0.2811
H (-2.181, 0.318, -0.689)  0.2057
C (0.717, -0.792, -4.008)  -0.4356
H (0.970, 1.037, -2.771)  0.2412
C (-0.544, -0.268, -4.706)  -0.3907
H (1.559, -0.736, -4.723)  0.2258
H (0.582, -1.861, -3.757)  0.2277
C (-1.805, -0.405, -3.848)  -0.3929
H (-0.404, 0.782, -4.991)  0.1921
H (-0.687, -0.845, -5.628)  0.2066
C (-1.864, 0.702, -2.751)  -0.4715
H (-2.685, -0.314, -4.500)  0.2029
H (-1.835, -1.407, -3.399)  0.2112
H (-1.217, 1.533, -3.070)  0.1995
H (-2.902, 1.083, -2.736)  0.1983
S (-1.092, -1.087, 1.524)  -0.1891
C (-0.432, -0.339, 2.931)  0.3850
N (-1.226, 0.348, 3.767)  -0.5818
C (-0.767, 0.862, 5.061)  -0.2173
C (0.685, 1.278, 4.930)  -0.4279
C (1.529, 0.142, 4.384)  -0.2158
N (0.858, -0.503, 3.256)  -0.5650
H (-2.217, 0.305, 3.552)  0.4272
H (-0.891, 0.088, 5.832)  0.1952
H (-1.410, 1.706, 5.323)  0.2213
H (1.065, 1.574, 5.908)  0.2302
H (0.770, 2.146, 4.269)  0.2287
H (1.715, -0.613, 5.162)  0.1965
H (2.499, 0.499, 4.024)  0.2257
H (1.419, -0.992, 2.563)  0.4294



DFT (the ωB97M-V functional and the def2-TZVPD basis) results for a structure of composition C5H9N3O in a non-equilibrium geometry.

Values from the calculation:
Relative energy (zero: lowest compared OMol25 entry of this formula, charge and spin) = 110.9 kcal/mol
Gap between HOMO and LUMO = 8.848 eV
Molecular weight = 127.1 g/mol
Electronic energy = -11844.600 eV
Highest occupied orbital energy = -7.78 eV
Multiplicity = 1
Net charge = 0
Maximum force = 4.6 eV/A

Last column: natural (NBO) charge in e.
Atoms and positions in Å:
C (-2.275, 0.946, -0.835)  -0.0029
C (-1.399, -1.054, -0.785)  0.0345
C (-1.201, 1.034, 0.005)  0.0321
C (-0.678, -0.286, 0.059)  0.0029
C (1.953, -0.229, -0.472)  -0.4353
N (-0.640, 2.139, 0.619)  -0.8155
N (1.289, -1.647, 1.273)  -0.6699
N (1.167, -0.405, 0.714)  -0.2167
O (-2.405, -0.324, -1.309)  -0.4001
H (-2.960, 1.680, -1.206)  0.1951
H (-1.341, -2.086, -1.064)  0.2032
H (1.690, 0.723, -0.925)  0.2220
H (3.003, -0.193, -0.156)  0.1967
H (1.837, -1.036, -1.206)  0.1700
H (0.017, 1.874, 1.337)  0.3923
H (-1.292, 2.851, 0.916)  0.3783
H (1.423, -1.633, 2.271)  0.3683
H (1.812, -2.351, 0.765)  0.3451



DFT (the ωB97M-V functional and the def2-TZVPD basis) results for the molecule C6H10O in a non-equilibrium geometry.

Values from the calculation:
Relative energy (zero: lowest compared OMol25 entry of this formula, charge and spin) = 81.6 kcal/mol
Gap between HOMO and LUMO (spin up / spin down) = 7.397 / 7.843 eV
Molecular weight = 98.1 g/mol
Electronic energy = -8427.701 eV
Highest occupied orbital energy (spin up / spin down) = -6.53 / -6.93 eV
Multiplicity = 1
Net charge = 0
Maximum force = 1.8 eV/A

Last column: natural (NBO) charge in e.
Atoms and positions in Å:
C (0.795, -1.693, 1.317)  -0.6181
C (0.002, -0.552, 0.711)  0.0994
C (0.881, 0.655, 0.285)  -0.4830
C (0.048, 1.671, -0.414)  -0.2175
C (-1.036, 1.144, -1.225)  -0.5622
C (-1.392, -0.237, -1.171)  0.0942
O (-0.649, -1.096, -0.444)  -0.4963
H (1.297, -1.361, 2.232)  0.2119
H (1.556, -2.040, 0.610)  0.2118
H (0.143, -2.536, 1.562)  0.2217
H (-0.767, -0.204, 1.411)  0.1710
H (1.697, 0.234, -0.328)  0.2070
H (1.363, 1.089, 1.171)  0.2221
H (0.071, 2.720, -0.149)  0.2031
H (-1.797, 1.833, -1.595)  0.2482
H (-1.978, -0.729, -1.939)  0.1775
H (-0.235, 1.102, -2.034)  0.3094